A cluster of 11 separate species, C33H74Br2N10O9 in total at a distorted geometry. Source: the Open Molecules 2025 dataset; level of theory: wB97M-V/def2-TZVPD.

Results
SMILES string   CN(C)C=O.CN(C)C=O.CN(C)C=O.CN(C)C=O.CN(C)C=O.CN(C)C=O.CN(C)C=O.CN(C)C=O.CN(C)C=O.BrCCBr.CCCC#N
Maximum force   1.67 eV Å⁻¹
E_HOMO   -8.800 eV
Electronic energy   -208834.9670 eV

```
! RIJCOSX wB97M-V def2-TZVPD def2/J DEFGRID3
* xyz 0 1
C 2.829 2.247 -4.599
N 1.923 1.279 -5.208
C 1.377 1.633 -6.501
C 1.730 0.082 -4.621
O 1.109 -0.854 -5.102
H 2.526 3.259 -4.855
H 3.851 2.106 -4.963
H 2.890 2.105 -3.521
H 2.207 1.949 -7.139
H 0.886 0.821 -7.029
H 0.680 2.461 -6.355
H 2.245 -0.023 -3.650
C -1.433 -3.538 -5.221
N -1.070 -3.621 -3.818
C -1.955 -4.451 -3.020
C 0.189 -3.372 -3.387
O 0.575 -3.606 -2.248
H -2.385 -3.043 -5.397
H -1.400 -4.533 -5.670
H -0.674 -2.941 -5.733
H -2.961 -4.027 -3.019
H -2.060 -5.445 -3.474
H -1.599 -4.625 -2.012
H 0.774 -2.926 -4.208
C -0.712 3.928 -3.169
N -1.820 3.445 -2.359
C -3.112 3.306 -3.006
C -1.618 3.132 -1.061
O -2.431 2.638 -0.298
H 0.166 3.298 -3.004
H -0.395 4.956 -2.975
H -1.029 3.861 -4.209
H -3.595 4.258 -3.253
H -3.111 2.798 -3.972
H -3.739 2.803 -2.271
H -0.563 3.231 -0.753
C 1.095 -0.521 -1.036
N 0.234 -0.245 0.102
C -0.782 -1.244 0.369
C 0.426 0.844 0.871
O 1.299 1.663 0.607
H 1.977 -1.045 -0.666
H 1.356 0.418 -1.521
H 0.603 -1.167 -1.755
H -1.275 -1.492 -0.569
H -0.405 -2.110 0.921
H -1.597 -0.915 1.015
H -0.264 0.838 1.728
C -5.894 -0.166 2.684
N -5.421 -0.313 1.310
C -4.559 0.739 0.777
C -5.887 -1.295 0.502
O -5.595 -1.391 -0.673
H -6.048 0.884 2.928
H -5.112 -0.570 3.328
H -6.836 -0.678 2.868
H -3.538 0.587 1.113
H -4.596 0.731 -0.310
H -4.955 1.725 1.018
H -6.490 -1.999 1.098
C 4.162 -0.413 2.040
N 4.755 -0.465 0.709
C 5.748 -1.468 0.416
C 4.346 0.429 -0.213
O 4.772 0.481 -1.356
H 3.266 0.206 2.019
H 4.835 0.023 2.786
H 3.906 -1.402 2.419
H 5.545 -2.462 0.812
H 5.906 -1.609 -0.652
H 6.731 -1.136 0.765
H 3.585 1.109 0.198
C 2.746 4.154 2.894
N 2.111 5.039 1.935
C 1.249 6.020 2.516
C 2.295 4.800 0.612
O 1.807 5.490 -0.254
H 1.975 3.674 3.501
H 3.324 4.724 3.635
H 3.434 3.411 2.499
H 0.340 5.592 2.951
H 1.749 6.553 3.330
H 0.958 6.753 1.765
H 2.999 3.974 0.477
C -1.760 0.051 -2.860
N -2.759 -0.055 -3.895
C -2.234 0.113 -5.226
C -4.041 -0.448 -3.679
O -4.862 -0.599 -4.564
H -1.250 -0.900 -2.704
H -2.229 0.392 -1.929
H -1.028 0.857 -2.952
H -1.401 -0.575 -5.395
H -2.872 -0.074 -6.092
H -1.898 1.130 -5.462
H -4.293 -0.650 -2.624
C 0.251 -5.397 1.242
N 0.975 -4.277 1.812
C 1.926 -3.670 0.909
C 0.615 -3.778 3.013
O 0.993 -2.741 3.525
H -0.749 -5.569 1.648
H 0.741 -6.358 1.440
H 0.142 -5.276 0.166
H 2.360 -4.408 0.236
H 1.473 -2.929 0.247
H 2.741 -3.184 1.444
H -0.111 -4.440 3.518
Br -3.243 -2.484 7.838
C -2.185 -2.136 6.175
C -3.184 -1.581 5.164
Br -2.103 -0.811 3.724
H -1.791 -3.058 5.761
H -1.438 -1.407 6.457
H -3.821 -0.846 5.649
H -3.811 -2.359 4.740
C 3.536 1.570 6.594
C 3.378 0.190 5.988
C 1.900 -0.136 5.762
C 1.200 0.771 4.850
N 0.645 1.487 4.141
H 4.578 1.805 6.821
H 3.022 1.692 7.552
H 3.142 2.345 5.935
H 3.882 -0.601 6.540
H 3.904 0.230 5.028
H 1.346 -0.103 6.703
H 1.738 -1.128 5.326
*
```